P | Molecular formula: H6NO
Method: DFT, ωB97M-V/def2-TZVPD

Computed properties:
HOMO = -15.98 eV
E_LUMO = -4.32 eV
gap between HOMO and LUMO = 11.669 eV
net charge = +1

CARTESIAN COORDINATES (ANGSTROEM)
O 0.1842 1.0564 1.5685
H 0.4205 1.0888 2.5232
H -0.5757 1.6753 1.4799
N -0.0056 -0.7641 -1.1144
H 0.9840 -1.0666 -1.1952
H -0.3493 -0.4516 -2.0427
H -0.0738 0.0205 -0.4382
H -0.5842 -1.5588 -0.7811

---

Q | Molecular formula: H6NO
Method: DFT, ωB97M-V/def2-TZVPD

Computed properties:
HOMO = -17.43 eV
E_LUMO = -3.97 eV
gap between HOMO and LUMO = 13.458 eV
net charge = +1

CARTESIAN COORDINATES (ANGSTROEM)
N -0.9644 -0.3993 -0.7574
H -1.1488 -0.4597 -1.7442
H 0.0317 -0.3322 -0.3376
H -1.3216 -1.2749 -0.3759
H -1.4140 0.4404 -0.3909
H 1.3118 1.3026 0.6999
H 1.6181 -0.0619 1.3241
O 0.9734 0.3999 0.7729

---

Most stable structure - Q; separation to the second - 0.104 eV.

---

P | Molecular formula: C3H13NO3S
Method: DFT, ωB97M-V/def2-TZVPD

Computed properties:
HOMO = -8.69 eV
E_LUMO = -4.33 eV
gap between HOMO and LUMO = 4.355 eV
net charge = 0

CARTESIAN COORDINATES (ANGSTROEM)
C 0.7155 -0.8883 -0.1084
C -0.7586 -1.3320 -0.2281
S -1.6581 -0.6018 -1.5677
N 1.2793 -1.6387 0.9159
C 0.6714 2.7928 -1.1960
O 1.6067 1.8779 -0.0882
H 0.6221 0.2018 0.0414
H 1.2703 -0.9236 -1.0561
H -0.7643 -2.4277 -0.3242
H -1.2845 -1.0957 0.6976
H 1.8202 2.4469 -1.0814
H 0.6293 -2.3523 1.3775
H 0.3132 2.4281 -2.1434
H 0.0273 2.4277 -0.3908
H 0.5938 3.8722 -1.1444
H -2.0796 1.0648 -0.4219
H -2.5633 1.1280 1.0021
O -2.0774 1.6714 0.3665
H -0.1195 -3.8017 2.4321
H 2.2759 -1.7345 1.0339
O -0.5200 -3.1154 1.8836

---

Q | Molecular formula: C3H13NO3S
Method: DFT, ωB97M-V/def2-TZVPD

Computed properties:
SMILES string = OCNCCS.O.O
HOMO = -8.89 eV
E_LUMO = 0.25 eV
gap between HOMO and LUMO = 9.141 eV
net charge = 0

CARTESIAN COORDINATES (ANGSTROEM)
O 2.6480 -1.3911 0.2624
C 2.2432 -1.8797 1.4581
N 1.0724 -1.1874 1.9471
C 0.0106 -1.2177 0.8256
C -0.5681 0.1749 0.7307
S -2.0527 -0.1322 -0.2619
H 2.0316 -1.3677 -0.3822
H 1.8546 -2.9161 1.2931
H 3.1220 -1.6200 2.0726
H 1.2955 -0.2009 2.2550
H 0.4001 -1.4592 -0.2594
H -0.9887 -1.7772 1.1656
H -1.1661 0.4979 1.7142
H 0.0508 1.0671 0.4276
H -1.8348 0.7981 -1.3166
O 1.7051 2.6213 -0.4768
H 0.8368 2.0791 -0.7087
H 1.4550 3.4766 -0.7809
O -2.6030 1.8740 -3.0883
H -3.3503 2.2364 -2.6340
H -2.4849 2.3157 -3.9498

---

Most stable structure - Q; separation to the second - 8.290 eV.

---

P | Molecular formula: C16H48N4O6
Method: DFT, ωB97M-V/def2-TZVPD

Computed properties:
SMILES string = COC[C@H](C)N.COC[C@H](C)N.COC[C@H](C)N.COC[C@H](C)N.O.O
HOMO = -9.20 eV
E_LUMO = 0.37 eV
gap between HOMO and LUMO = 9.572 eV
net charge = 0

CARTESIAN COORDINATES (ANGSTROEM)
C 5.4721 3.1742 4.4064
O 4.6075 3.8334 5.3647
C 4.5907 3.4480 6.7282
C 3.7495 4.4198 7.5991
C 3.8479 4.0289 9.0399
N 2.4835 4.5894 6.9311
H 5.2856 2.1435 4.1050
H 6.5112 3.3052 4.7084
H 5.4669 3.8518 3.5526
H 4.2092 2.4283 6.7819
H 5.5773 3.4078 7.1899
H 4.1682 5.4253 7.5584
H 4.8226 4.2624 9.4682
H 3.8070 2.9400 9.0679
H 2.9838 4.3036 9.6450
H 2.7128 4.6968 5.9534
H 1.9871 3.7199 6.7981
C -9.6389 -5.3635 -1.7049
O -9.3017 -3.9693 -1.6411
C -7.8943 -3.7221 -1.3918
C -7.4194 -2.3167 -1.7649
C -5.9797 -2.0736 -1.3076
N -8.3444 -1.3480 -1.1968
H -9.5899 -5.6924 -2.7429
H -10.7167 -5.4247 -1.5542
H -9.0188 -5.9355 -1.0146
H -7.5984 -3.9485 -0.3674
H -7.3837 -4.4744 -1.9931
H -7.6032 -2.2477 -2.8371
H -5.6144 -1.1007 -1.6364
H -5.4450 -2.9807 -1.5892
H -5.9359 -1.9182 -0.2296
H -8.4403 -1.6368 -0.2337
H -9.2737 -1.4911 -1.5657
C 1.7256 -4.5036 -7.0897
O 2.9031 -4.1321 -6.3784
C 2.8752 -4.4660 -4.9904
C 3.9033 -3.6058 -4.2016
C 3.7160 -3.6991 -2.7549
N 3.6706 -2.2013 -4.5570
H 0.9362 -3.8147 -6.7891
H 1.4895 -5.5539 -6.9189
H 1.8135 -4.3202 -8.1606
H 1.9034 -4.2103 -4.5681
H 3.1678 -5.5031 -4.8267
H 4.9615 -3.8381 -4.3212
H 2.7312 -3.3462 -2.4488
H 4.3800 -3.0031 -2.2423
H 3.9758 -4.7126 -2.4492
H 2.8501 -1.7794 -4.1462
H 3.4099 -2.1926 -5.5328
C -0.0076 1.0861 1.5200
O -0.7047 1.9087 0.6283
C -0.0669 3.0826 0.2105
C 0.9140 2.7209 -0.8896
C 1.3721 3.9146 -1.7071
N 0.3052 1.7722 -1.8221
H 0.5655 1.6604 2.2479
H 0.6628 0.4002 1.0020
H -0.8091 0.6056 2.0810
H -1.0788 3.3990 -0.0427
H 0.2714 3.7226 1.0254
H 1.8117 2.2019 -0.5538
H 0.4415 4.3602 -2.0585
H 1.7519 3.5549 -2.6634
H 1.9766 4.6205 -1.1375
H -0.1761 2.3793 -2.4700
H -0.3481 1.0959 -1.4535
O 7.2250 2.3710 -3.9221
H 7.2532 2.2119 -4.8655
H 6.3218 2.1758 -3.6726
O -5.2817 2.1481 3.7432
H -5.3888 3.0917 3.8637
H -4.5087 2.0637 3.1850

---

Q | Molecular formula: C16H48N4O6
Method: DFT, ωB97M-V/def2-TZVPD

Computed properties:
SMILES string = COC[C@H](C)N.COC[C@H](C)N.COC[C@H](C)N.COC[C@H](C)N.O.O
HOMO = -9.21 eV
E_LUMO = 0.59 eV
gap between HOMO and LUMO = 9.792 eV
net charge = 0

CARTESIAN COORDINATES (ANGSTROEM)
C -0.0642 -0.5069 -5.4220
O 0.8063 -1.1920 -4.5561
C 0.1234 -1.5104 -3.3173
C 1.1385 -2.1055 -2.3527
C 1.8216 -3.3701 -2.9219
N 0.3647 -2.6454 -1.1783
H -0.3132 0.4601 -4.9751
H -0.9934 -0.9916 -5.7470
H 0.4715 -0.4364 -6.3708
H -0.1476 -0.5123 -2.9602
H -0.7313 -2.1612 -3.5018
H 1.9114 -1.4594 -1.9412
H 2.4782 -3.2291 -3.7808
H 1.1395 -4.1935 -3.1451
H 2.4252 -3.7917 -2.1125
H -0.4940 -3.0561 -1.5239
H 0.8815 -3.3793 -0.7095
C -0.3793 3.0804 -1.8179
O 0.2595 4.3319 -1.9687
C 1.3011 4.3383 -2.9062
C 2.0756 5.7016 -2.6323
C 2.5840 6.3125 -3.9182
N 3.1219 5.5993 -1.6015
H -0.8552 2.5815 -2.6698
H -1.0787 3.1933 -0.9927
H 0.3763 2.3424 -1.5229
H 2.0946 3.5838 -2.8360
H 0.8995 4.2702 -3.9212
H 1.2745 6.3541 -2.2829
H 3.4394 6.9810 -3.8017
H 1.8135 6.9705 -4.3332
H 2.8190 5.6106 -4.7225
H 3.7208 4.8120 -1.8323
H 3.6927 6.4262 -1.7285
C -3.0187 -4.3538 3.9657
O -1.9960 -4.3404 2.9964
C -0.9524 -3.4086 3.2569
C 0.2010 -3.7184 2.3256
C 0.8156 -5.0716 2.5108
N 1.2016 -2.6543 2.4356
H -3.2716 -3.3873 4.4051
H -2.7773 -4.9740 4.8425
H -3.8707 -4.9311 3.6076
H -1.3605 -2.4195 3.0266
H -0.6733 -3.4019 4.3180
H -0.2291 -3.7665 1.3191
H 1.5890 -5.2847 1.7727
H 0.1151 -5.9002 2.5867
H 1.3789 -4.9744 3.4485
H 1.0152 -1.9379 1.7415
H 1.1291 -2.2620 3.3671
C -1.2887 2.6327 4.6968
O -1.9971 1.4362 4.5435
C -2.9068 1.4305 3.4725
C -2.1882 1.3826 2.0849
C -3.0844 1.6408 0.9114
N -1.5023 0.0646 2.0010
H -0.6644 2.6128 5.5906
H -1.9931 3.4640 4.8081
H -0.5838 2.8251 3.8822
H -3.5021 0.5281 3.6283
H -3.6025 2.2782 3.4986
H -1.3829 2.1202 2.0617
H -3.7176 2.5271 0.9739
H -3.8211 0.8366 0.7822
H -2.6289 1.6234 -0.0794
H -0.7058 0.0768 2.6355
H -2.1390 -0.5250 2.5316
O 0.6798 0.0348 0.0472
H 0.0519 0.1387 0.7777
H 0.4592 -0.8274 -0.3414
O 3.3263 -2.9473 0.4695
H 3.0025 -2.3300 -0.1937
H 2.9158 -2.6456 1.2956

---

Most stable structure - Q; separation to the second - 1.885 eV.

---

P | Molecular formula: CH12N2O4
Method: DFT, ωB97M-V/def2-TZVPD

Computed properties:
SMILES string = [H]/N=C/N.O.O.O.O
HOMO = -9.57 eV
E_LUMO = 0.68 eV
gap between HOMO and LUMO = 10.250 eV
net charge = 0

CARTESIAN COORDINATES (ANGSTROEM)
H 0.3726 1.9106 2.4622
N 0.1368 0.9684 2.0411
C -0.5897 0.9304 1.0107
N -0.8905 -0.2810 0.3913
H -0.9506 1.9128 0.5366
H -0.3410 -1.0498 0.8280
H -0.8182 -0.3622 -0.6633
O 1.9938 1.1058 -1.5153
H 2.6608 1.0175 -0.8411
H 2.5918 1.0479 -2.2877
O -2.9482 -4.0038 -0.2495
H -2.6898 -4.7954 0.2928
H -3.1891 -3.3591 0.4099
O 3.0200 0.2076 1.3941
H 2.0930 0.1740 1.1701
H 3.1054 -0.3427 2.2308
O -1.1916 1.2520 -2.5774
H -0.4848 1.7988 -2.1560
H -1.8808 1.8683 -2.4775

---

Q | Molecular formula: CH12N2O4
Method: DFT, ωB97M-V/def2-TZVPD

Computed properties:
SMILES string = [H]/N=C/N.O.O.O.O
HOMO = -9.71 eV
E_LUMO = 0.76 eV
gap between HOMO and LUMO = 10.477 eV
net charge = 0

CARTESIAN COORDINATES (ANGSTROEM)
H -2.4980 -0.6310 -0.3725
N -1.5470 -0.4730 -0.0944
C -1.0389 -1.6625 -0.2153
N 0.2576 -1.9652 -0.0316
H -1.7240 -2.5068 -0.3216
H 0.7516 -1.4930 0.7127
H 0.6631 -2.8448 -0.3195
O 0.3835 2.5515 -0.6724
H 1.2791 2.2453 -0.5214
H -0.1440 1.7261 -0.5762
O 1.5157 -0.8034 2.2971
H 0.8882 -0.0691 2.1596
H 1.3522 -1.0220 3.2224
O -0.7281 0.6816 2.2647
H -1.2447 0.4142 1.4719
H -1.2218 1.4522 2.5405
O 0.9840 1.0763 -3.8716
H 1.3694 1.6597 -4.5011
H 0.7021 1.6639 -3.1713

---

Most stable structure - Q; separation to the second - 0.583 eV.